# 1
Entry from the OMol25 dataset: a molecular structure, C33H69AsF6NO33P6 (ωB97M-V/def2-TZVPD).

The geometry in XYZ format:
```
149
Properties=species:S:1:pos:R:3
As 1.01607 0.69183 -0.63977
P -2.97735 -4.25381 3.24782
P 0.33698 -6.33659 -0.81907
P -0.88517 4.37602 4.23841
P -5.00032 -0.12601 -3.57986
P -1.03496 -3.34480 -6.20672
P 4.96639 4.54146 2.26781
F -0.53603 0.19003 0.05862
F 0.47049 2.40027 -0.33126
F 2.58373 1.35415 -1.16193
F 1.45283 -0.96172 -1.15922
F 0.18997 0.71514 -2.22121
F 1.65617 0.44151 1.05617
O -1.48669 4.80799 2.95015
O -3.79403 0.52262 -2.61373
O 5.00196 5.65687 3.42580
O -6.03560 -0.93034 -2.89427
O 0.08043 -3.26373 -5.02292
O -0.85187 2.70293 -3.98610
O -5.04729 4.10880 -1.79288
O 7.93169 1.63155 6.47452
O 2.55524 1.85346 5.30823
O 6.15666 2.24547 8.39276
O -2.00139 -4.08606 4.57656
O 3.48840 3.86204 2.36694
O -2.39128 -3.84909 -5.43083
O -0.14003 2.89445 4.35598
O 0.54225 2.36592 -9.19362
O -2.61669 -5.64268 2.50671
O -4.40843 -4.14314 3.64116
O -2.60086 -3.11872 2.10170
O -4.23052 -0.93262 -4.78346
O -5.50936 1.18733 -4.31464
O -1.49732 4.09384 -8.43024
O 1.45647 1.46566 -4.64846
O -1.77401 4.42862 5.53670
O 1.79890 -5.86528 -1.36525
O -1.28455 -2.24440 -7.15912
O -0.73150 -4.78164 -6.99236
O 0.30398 -7.85594 -1.25124
O -0.86469 -5.51456 -1.23122
O 4.22751 1.03086 3.34997
O 0.49338 -6.32660 0.75275
O 5.18462 5.10753 0.92467
O 6.12284 3.47409 2.72978
O 0.26784 5.37180 4.62173
N -4.03021 3.06438 -0.03006
C 0.32699 -2.06052 -4.17310
C -1.28677 4.67970 6.88418
C 6.73355 1.52147 6.20176
C -1.37503 3.31515 -6.17002
C 0.03344 6.82386 4.46580
C -0.63394 -4.43837 4.42147
C -2.88061 2.37894 0.53959
C 3.75302 1.64136 5.60780
C 0.26464 2.50183 -7.97654
C -0.54933 2.71729 -5.16748
C 0.02666 2.08933 3.26402
C -0.91317 3.31270 -7.44092
C 0.65706 2.06441 -5.61183
C -4.95943 -1.34135 -5.91919
C -0.62258 -8.75454 -0.68562
C 4.63630 5.17079 4.64592
C -2.25557 -4.88999 -4.45894
C 2.31322 4.64131 2.18499
C 6.14002 1.14732 4.89606
C 4.77254 1.21357 4.62515
C 5.64981 1.85331 7.18830
C 4.30689 1.85885 6.92876
C 1.49536 -7.19610 1.42035
C 1.01113 1.96101 -6.87093
C -5.17808 3.14797 0.83335
C 0.12387 -4.72194 -8.14695
C -1.33219 -2.93369 1.58317
C -2.93770 -0.39555 -1.89928
C -2.83908 -6.87798 3.27687
C -3.97886 3.57194 -1.30284
C -4.60283 2.09207 -4.97634
C 2.02561 -4.51136 -1.30625
C 7.46945 4.01525 2.74930
H -0.78629 -2.02576 1.83956
H -0.41417 -5.06287 -9.03148
H -4.98944 2.39067 -5.95075
H -1.90544 5.41847 7.39365
H 2.01301 1.57462 -6.98655
H 1.06247 1.75355 3.21476
H -2.96713 3.48180 -1.72767
H 3.50923 2.35426 7.46232
H -2.29449 2.90320 1.29436
H 0.56699 7.24425 3.61332
H 0.94612 1.44308 -3.83567
H -0.21437 4.87274 6.91251
H -1.30090 3.88113 7.62593
H -0.35757 2.45467 2.31165
H 7.09061 2.46338 8.34968
H -5.02148 -2.42952 -5.93073
H 7.58016 4.65096 1.87083
H -1.22850 -9.16341 -1.49420
H -3.85857 -6.99334 3.64489
H -0.60085 1.22747 3.49108
H -0.93575 3.85506 -9.17133
H -2.32918 -6.87563 4.24024
H 2.33163 -6.60946 1.80062
H 1.91891 -7.91210 0.71604
H 1.41937 4.15712 1.79168
H 1.36419 -1.75903 -4.31946
H -6.04754 3.65988 0.42090
H 0.95332 -7.58769 2.28113
H -0.31799 -1.23121 -4.46355
H -2.56148 -7.69436 2.61011
H 2.15028 4.94467 3.21917
H 0.24128 7.44725 5.33545
H -1.26718 -5.33651 -4.56762
H 2.76008 -4.11678 -0.60414
H 5.35057 5.46777 5.41386
H -2.19714 -4.38133 -3.49668
H 3.76216 5.70714 5.01514
H -2.28752 3.82298 -5.89455
H 2.16179 -3.96917 -2.24198
H -3.21372 1.46790 1.03674
H -4.47908 2.96927 -4.34129
H -3.60175 1.67202 -5.07374
H 4.52336 4.08725 4.68152
H 1.17948 -3.90074 -0.99107
H 7.59880 4.68872 3.59653
H 0.50319 -3.70759 -8.27072
H -1.60532 -2.66569 0.56254
H 0.14832 -3.71031 4.63616
H -0.95066 7.05579 4.05856
H -5.56925 2.16514 1.09631
H -1.33201 -8.24496 -0.03360
H -0.42330 -5.24292 5.12605
H -2.33709 -0.00302 -1.07872
H 3.27493 1.14718 3.37558
H 0.98930 -5.32056 -7.86272
H 6.75369 0.90099 4.04217
H -0.37549 -9.66501 -0.13965
H 8.28471 3.29397 2.69266
H -3.17135 -5.48081 -4.47887
H -4.30151 -1.05640 -6.74020
H -3.44897 -1.28398 -1.52864
H -2.16348 2.16316 -0.25241
H 2.54057 5.45544 1.49680
H -2.19939 -0.86888 -2.54654
H -0.82020 -3.88424 1.43337
H 0.25265 -2.22516 -3.09817
H -4.90122 3.52526 1.81777
H -0.40367 -4.91221 3.46726
H -5.99979 -1.05446 -6.07235
```

## Properties
Net charge = -2
Multiplicity = 2
<S²> = 0.77
Calculated total energy = -8720.18302 hartree
HOMO energy (spin up / spin down) = -1.356 / -3.436 eV
HOMO-LUMO gap (spin up / spin down) = 2.777 / 4.856 eV

---

# 2
Entry from the OMol25 dataset: a molecular structure, C33H69BBrFNO16PS4 (ωB97M-V/def2-TZVPD).

The geometry in XYZ format:
```
127
Properties=species:S:1:pos:R:3
Br 1.95348 0.56305 5.04774
S -5.05272 -6.42121 -1.03445
S -3.19767 -2.18069 -6.71031
S 1.91536 1.07844 -2.07759
S 2.09893 2.81145 8.59232
P 3.52870 -0.98296 2.99754
F 1.98815 -1.36300 -0.13832
O -3.32103 -0.98502 -5.93373
O -6.24012 -6.64171 -1.80046
O 3.48400 2.48389 8.72856
O 2.81641 3.29732 -0.10414
O 1.67105 3.79343 7.64614
O 2.64089 -2.34135 3.31939
O -4.54706 -2.41436 -7.51839
O -2.80633 -3.41579 -6.09987
O -0.46977 1.52308 -0.67868
O 4.25904 -1.05007 1.52647
O -2.08470 0.47840 1.49548
O -4.97170 -5.33513 -0.10948
O -3.80985 -6.35618 -2.02377
O 1.20000 0.63788 2.51079
O 1.51805 3.18404 10.02670
O -1.26288 2.25382 2.76431
N 1.16314 -0.71831 -5.97022
C 2.61216 -1.60322 -7.33820
C 0.55244 3.07016 0.85649
C -0.63558 1.84149 -3.02565
C -1.23011 -2.36868 0.87254
C 3.79928 5.16335 1.16144
C -4.59888 -7.90985 -0.21188
C -2.84803 0.12169 2.65040
C -0.37035 -1.40565 0.01808
C 2.20961 4.18930 10.79306
C -3.61915 -4.00767 -2.71390
C 0.92119 -0.95793 0.68747
C 5.32118 1.46149 4.60390
C -5.65776 -3.01197 -6.81995
C 2.19547 -0.42044 -6.81400
C 0.12282 1.58158 0.60871
C 3.70979 4.38819 -0.14922
C 0.93383 -2.04666 -5.97311
C 0.20627 2.53317 -4.09490
C -2.15678 -1.85677 -8.09124
C 1.45490 3.69158 -0.18860
C 0.34755 0.15947 -5.10267
C -2.03921 -0.49754 3.79748
C -3.87806 -5.43912 -3.13544
C 3.40115 1.77829 2.84746
C 0.10895 1.07368 -1.88057
C -6.36946 -2.02200 -5.91899
C 1.15210 0.52203 1.08075
C 4.25143 2.36922 3.98737
C 2.47000 0.58531 3.13135
C 1.82524 -2.65092 -6.81793
C 1.90573 5.59233 10.30573
C 0.74065 1.62146 -5.23458
C 1.16645 1.33927 8.35153
B -1.11846 1.41956 1.67414
H -6.63018 -1.11911 -6.47109
H -5.33031 -8.08212 0.57453
H 1.45747 0.60816 9.10091
H -3.46476 0.93671 3.02127
H 1.86196 4.07051 11.81769
H 0.50985 2.03486 -6.21400
H 4.06501 4.54371 2.01257
H 4.70740 4.03164 -0.40991
H 5.76535 0.88634 3.79118
H -2.56999 -1.02161 -8.65108
H -0.67893 0.05543 -5.46010
H -4.42453 -3.63158 -2.08312
H -6.33800 -3.36333 -7.59349
H -1.38042 1.19113 -3.47916
H 2.33332 6.32827 10.98718
H -2.69524 -3.93725 -2.13857
H -4.83910 -5.53650 -3.64275
H 2.17544 -2.21981 4.15749
H -3.56171 -0.62861 2.30888
H -1.03673 -0.63045 -0.34271
H -5.73689 -1.72221 -5.08401
H -0.88783 -3.37883 0.63092
H 1.90222 -3.70545 -7.00763
H -2.10110 -2.75064 -8.70618
H -1.07427 -2.25589 1.94089
H 4.47072 6.01603 1.07403
H -7.27856 -2.46747 -5.51444
H 2.56224 0.57126 -6.98756
H 4.44826 -1.96425 1.27491
H 2.87558 2.60176 2.37354
H 3.65225 2.87937 4.74050
H 3.41764 5.08300 -0.94545
H 3.28239 3.99007 10.78868
H 1.05338 3.51800 -1.19323
H 2.81427 5.59357 1.36519
H -2.27488 -2.33301 0.57743
H 2.21758 -0.22571 -2.19021
H -5.32079 -3.88707 -6.26185
H 0.97823 3.18608 -3.69808
H -2.06758 0.15755 4.66771
H 4.94068 0.76866 5.34591
H -1.21761 2.62245 -2.53379
H 1.40203 0.97717 7.35238
H -4.61393 -8.72587 -0.92894
H -3.10964 -5.76314 -3.83473
H 0.45823 -0.22638 -4.09629
H 2.13562 0.78937 0.68419
H 1.83080 1.65567 -5.16011
H 0.91974 3.23854 1.86552
H -0.39043 3.61417 0.78996
H -0.09420 -1.99850 -0.85441
H -1.17000 -1.60212 -7.70431
H 6.13469 2.07152 4.99444
H -0.19486 0.03772 -2.04714
H 4.82187 3.17542 3.51682
H -0.48128 3.22669 -4.59220
H 0.82940 5.75113 10.23943
H 2.32233 5.76436 9.31389
H -2.46430 -1.45912 4.08171
H 3.43146 -1.70836 -8.03158
H -0.44001 2.31995 3.26198
H 1.41164 4.77770 -0.05713
H 0.10795 1.57460 8.42759
H -3.54362 -3.36225 -3.59023
H -3.60826 -7.78447 0.21707
H 0.17540 -2.57350 -5.41573
H 1.05313 -1.55796 1.59113
H 4.12236 1.42658 2.10106
H -0.98763 -0.65582 3.55954
```

## Properties
Calculated total energy = -7190.19505 hartree
HOMO energy = -7.724 eV
HOMO-LUMO gap = 8.173 eV

---

# 3
Entry from the OMol25 dataset: 8 unconnected molecules or ions with the total composition C33H70BN8O11S (ωB97M-V/def2-TZVPD).

The geometry in XYZ format:
```
124
Properties=species:S:1:pos:R:3
S -5.76851 0.68648 -6.15914
O -2.19849 -3.41905 -3.79670
O 6.44576 4.73558 12.52467
O 3.09195 4.71203 9.09114
O 3.06306 -1.02480 -2.16203
O -5.19073 1.99997 -6.14876
O -5.01648 0.01685 -10.97921
O 5.65067 -6.41771 -1.89889
O -7.15423 0.61754 -6.55337
O -5.63365 0.06213 -4.70134
O -0.95229 0.00726 2.93787
O 0.68455 4.58684 3.06505
N 7.81670 5.75793 11.07551
N 5.00547 -7.20160 0.09909
N 3.56733 3.68499 11.02615
N -1.27361 2.14026 2.33325
N -4.98733 -3.81297 -5.27087
N 1.63730 3.99645 5.00575
N -5.50402 2.14893 -11.46599
N 2.43074 -3.16873 -1.91927
C 6.33892 7.12534 12.47384
C -3.31324 -0.27625 -6.98759
C -1.71640 0.87541 2.54184
C -7.31028 0.48456 -11.46699
C -3.17446 0.59005 2.26779
C -4.01094 -4.47955 -6.12297
C -6.35487 3.26728 -11.81634
C 4.72720 -8.62414 -1.88190
C -4.83160 -0.42798 -7.15397
C -0.84256 -2.14637 -0.09541
C 2.56289 -4.60444 -2.04909
C 3.29127 -2.21031 -2.34446
C 8.42049 6.88181 10.38420
C -2.78048 -1.10354 -5.79823
C -1.72351 -2.97048 -2.62203
C 4.44922 -8.16286 1.03099
C -1.35585 -3.23745 -4.98344
C -5.85366 0.84516 -11.28557
C -2.02159 3.29402 1.87637
C 2.69932 4.24179 10.15095
C 6.86173 5.77706 12.03867
C -0.60636 4.96841 5.05099
C 1.73425 3.81957 6.44818
C 5.17066 -7.32745 -1.24537
C 1.23740 4.25944 10.53558
C 4.54582 -2.68133 -3.04810
C -1.20296 -1.69012 -2.43703
C -3.15490 -3.58547 -7.02071
C -0.74945 -1.27806 -1.18423
C 3.29524 3.09209 12.32127
C 0.61337 4.50787 4.28493
C -1.80710 -3.83134 -1.51756
C -1.37953 -3.41989 -0.25968
B -2.11603 -2.55063 -6.25501
H -1.13450 -1.01339 -3.27300
H -5.10819 -1.42732 -6.82513
H -3.41514 0.78439 1.22226
H 1.60020 -2.80924 -1.46692
H -4.54001 -3.20115 -4.60564
H -1.05318 4.13777 5.59860
H -7.64142 0.70658 -12.48271
H -1.46779 -4.07690 0.59034
H 3.62249 2.05144 12.32351
H 0.83478 4.16918 6.94181
H -3.06236 3.05026 1.68855
H -1.97246 -0.52320 -5.34538
H 5.12930 -1.80818 -3.32338
H -3.79064 -3.01732 -7.70998
H -1.96884 4.08038 2.62691
H 1.87136 2.75999 6.67375
H -1.33281 5.35662 4.34473
H 1.72100 -5.00201 -2.61991
H -1.58054 3.67466 0.95498
H -0.34300 5.75989 5.75335
H -6.38273 0.42661 -4.20672
H -0.50314 -1.82479 0.87880
H -1.22530 -2.25521 -7.06815
H -5.68729 -3.32692 -5.80651
H 8.12190 4.82965 10.82960
H 4.52693 3.70573 10.71660
H -2.56953 -4.25609 -7.65911
H -7.93365 1.03077 -10.75818
H -0.32339 -0.29338 -1.08709
H -2.81083 -0.58779 -7.89628
H -2.21901 -4.81785 -1.65830
H 5.88259 7.65067 11.63437
H -6.31989 4.02727 -11.03358
H -3.11797 0.77215 -6.77953
H 0.67761 4.73681 9.73740
H -4.57527 -5.17900 -6.74887
H 3.57211 -7.74331 1.52646
H 2.55597 -5.06713 -1.05852
H 2.23830 3.12662 12.56255
H 4.15452 -9.06968 0.51472
H 0.86145 3.24519 10.67299
H -6.01951 3.72006 -12.75212
H -7.42161 -0.57914 -11.28393
H -5.17370 -0.30365 -8.17678
H -0.97747 -4.23064 -5.25312
H -3.81519 1.20272 2.90409
H -3.54857 -1.23332 -5.03636
H -0.29154 2.26972 2.52536
H 5.14360 -3.31938 -2.39546
H 8.23933 6.80376 9.31146
H -3.36271 -0.45756 2.47979
H 4.29513 -3.23801 -3.95151
H 5.18660 -8.41924 1.79410
H 7.14187 7.73771 12.88541
H -3.36491 -5.09086 -5.49667
H 9.49841 6.89187 10.55310
H 3.85451 3.63175 13.08658
H 1.08675 4.82302 11.45675
H -7.38248 2.94254 -11.93704
H 3.66011 -8.78618 -1.72578
H 5.28124 -9.46807 -1.46888
H 2.41886 3.70596 4.43972
H 3.48819 -4.86913 -2.55003
H 2.58174 4.37103 6.83942
H 5.58750 6.96912 13.24100
H 5.31420 -6.31260 0.45930
H -0.47036 -2.65237 -4.73196
H 8.00433 7.81787 10.73887
H -4.52251 2.32323 -11.31967
H 4.92039 -8.56362 -2.94791
```

## Properties
Net charge = -1
Calculated total energy = -2988.27054 hartree
HOMO energy = -4.689 eV
HOMO-LUMO gap = 6.064 eV